No. 1
Entry from the Open Molecules 2025 dataset: a 2-piece molecular cluster, CHIOS2 overall at a distorted geometry (the ωB97M-V functional and the def2-TZVPD basis).

The value obtained for the maximum force is 2.9 eV Å⁻¹. The value obtained for the energy relative to the best compared isomer or geometry (same formula, charge and spin) is 404.2 kJ/mol. The frontier orbital gap is 8.21 eV. Its HOMO energy is -9.0 eV.

Element x y z (Å)
1 C 0.17 0.17 -0.73
2 O 1.97 -1.49 0.09
3 S -0.37 -0.54 -2.29
4 S 0.80 1.11 -1.97
5 I 2.85 -2.58 -1.23
6 H 0.98 -1.73 0.23


No. 2
Entry from the Open Molecules 2025 dataset: a 2-piece molecular cluster, CHIS2 overall at a distorted geometry (the ωB97M-V functional and the def2-TZVPD basis).

The value obtained for the maximum force is 2.6 eV Å⁻¹. The value obtained for the energy relative to the best compared isomer or geometry (same formula, charge and spin) is 521.7 kJ/mol. The frontier orbital gap is 6.64 eV. Its HOMO energy is -8.7 eV.

Element x y z (Å)
1 C -0.11 0.05 -0.12
2 S -0.84 1.68 -0.05
3 S -0.19 0.59 1.58
4 I -0.93 -1.84 -0.73
5 H 2.08 -0.47 -0.68


Number 1: E_LUMO -0.766 eV. Number 2: E_LUMO -2.094 eV.